Record 1
ORCA calculation (wB97M-V/def2-TZVPD) on a structure of composition C36H48ClN3O3P2RbSb.

The geometry in XYZ format:
```
95
Properties=species:S:1:pos:R:3:forces:R:3:lowdin_charge:R:1
Sb 0.042800 -4.629958 2.444241 -0.0298 0.0303 -0.0201 1.255
Rb 0.849423 -1.493903 0.556910 0.0147 -0.0194 0.0590 0.591
Cl 1.367677 -3.672854 -2.136581 -0.0205 -0.0504 -0.0060 0.483
P -0.100671 1.713925 -0.432193 -0.0154 0.0599 -0.0755 0.750
P -0.123137 -1.207299 -2.787631 0.0003 0.0519 0.1125 0.962
O 2.134668 0.100898 2.667692 -0.0156 0.0370 -0.0278 -0.182
O 3.610729 -0.837903 0.744421 0.0259 0.0712 -0.0567 -0.035
O 0.032031 -1.320297 3.343646 0.0576 -0.2469 -0.1578 -0.061
N 4.708391 1.097798 0.335278 0.0114 0.0109 -0.0007 -0.137
N -0.087821 1.935863 -2.048268 0.0273 0.0041 0.0299 -0.305
N -0.835692 0.251363 4.711356 -0.0184 0.0191 0.0354 -0.130
C -2.143267 0.424580 1.081274 -0.0988 -0.0136 -0.0091 -0.137
C 3.794540 0.346306 0.990196 0.0168 -0.0236 -0.0008 -0.442
C -3.928501 0.302815 -1.022895 0.0173 0.0296 -0.0196 -0.079
C 0.059914 -3.018376 -3.190373 0.0096 -0.0209 -0.0320 -0.737
C -0.606851 -6.632502 2.018276 0.0205 -0.0048 -0.0121 -0.358
C -2.689473 0.904083 -1.196915 -0.0270 -0.0208 0.0160 -0.097
C 0.122474 -0.233172 3.891883 -0.0780 0.2126 0.0856 -0.440
C -0.895085 -4.521752 4.368082 0.0319 -0.0075 0.0195 -0.340
C 3.500838 0.413940 -3.741065 0.0023 0.0106 -0.0211 -0.073
C 4.982472 2.492671 0.624171 0.0043 -0.0103 0.0108 -0.034
C 2.370635 -0.015437 -3.059074 0.0132 -0.0116 -0.0085 -0.113
C 1.422810 -0.785993 -5.123586 0.0134 -0.0042 -0.0093 -0.094
C 3.591536 0.246596 -5.114852 -0.0046 0.0009 0.0286 -0.082
C -1.578232 -3.680111 1.384161 0.0209 -0.0116 0.0007 -0.363
C 1.316448 0.680959 3.647004 0.0180 0.0639 -0.0139 -0.125
C -0.781528 1.569751 5.321117 0.0253 -0.0207 0.0208 -0.030
C -2.075316 -0.489328 4.884252 0.0155 0.0147 -0.0115 -0.025
C -0.491581 3.361071 0.365711 0.0069 -0.0555 0.0252 -0.347
C -0.762329 3.495824 1.727716 -0.0020 -0.0546 -0.0086 -0.127
C -4.278428 -0.245620 0.204263 -0.0262 -0.0208 0.0069 -0.095
C -3.382582 -0.178801 1.261795 0.0250 0.0187 -0.0307 -0.101
C -0.445011 4.512506 -0.410729 0.0248 0.0220 0.0176 -0.103
C -0.665215 5.762690 0.158292 0.0220 -0.0069 -0.0480 -0.097
C -3.777659 -0.046533 -5.355707 -0.0269 -0.0484 0.0050 -0.091
C -1.525796 -0.800636 -3.884686 -0.0439 -0.0218 0.0018 -0.389
C 2.981659 1.051321 2.066758 -0.0809 0.0255 0.0124 -0.142
C 2.549627 -0.355947 -5.806668 -0.0044 -0.0065 -0.0112 -0.076
C -2.658731 -1.613752 -3.918658 0.0237 0.0117 0.0050 -0.105
C -0.984763 4.737068 2.302637 0.0065 0.0433 -0.0347 -0.107
C -0.931450 5.882044 1.513969 -0.0119 -0.0229 0.0472 -0.112
C 1.320825 -0.619191 -3.744258 0.0315 0.0332 -0.0028 -0.395
C -2.663470 0.778511 -5.309489 0.0451 0.0203 0.0122 -0.073
C -1.543720 0.407837 -4.578979 -0.0353 0.0245 0.0082 -0.113
C 5.615771 0.453495 -0.596729 -0.0006 -0.0201 -0.0046 -0.031
C -1.776109 0.971891 -0.147836 0.0431 -0.0186 0.0663 -0.369
C -3.774459 -1.244590 -4.655214 -0.0003 0.0262 -0.0238 -0.095
H -0.700218 1.080010 -4.498948 -0.0041 0.0106 -0.0112 0.094
H -1.686751 -2.647064 1.716941 -0.0130 -0.0045 0.0099 -0.036
H -4.621498 0.261568 -1.855094 -0.0091 -0.0114 0.0074 0.099
H -1.102395 6.855860 1.955643 0.0009 0.0017 -0.0050 0.094
H -2.402729 1.331730 -2.149159 0.0264 -0.0064 -0.0157 0.079
H 0.604645 -1.238521 -5.672385 0.0032 -0.0028 -0.0052 0.110
H 2.288537 0.143201 -1.988768 0.0166 -0.0161 0.0017 0.077
H -0.840964 -3.572838 -2.944853 -0.0018 -0.0136 0.0025 0.021
H 0.235863 1.841347 5.592769 -0.0027 0.0106 -0.0141 0.088
H -1.942774 -4.813967 4.299771 -0.0024 0.0006 -0.0116 0.009
H -1.665165 -6.751278 2.248713 -0.0043 0.0151 0.0014 0.003
H -1.462128 0.475979 1.923627 0.0909 -0.0500 0.0024 0.068
H -2.923240 0.160170 4.659956 -0.0036 0.0041 -0.0070 0.096
H -0.439813 -6.853814 0.964529 -0.0130 -0.0049 -0.0010 -0.005
H 5.897134 2.604615 1.213905 -0.0046 0.0038 0.0080 0.099
H -2.668789 1.726197 -5.832816 0.0080 -0.0008 -0.0002 0.105
H 0.353902 -3.225901 -4.216359 -0.0285 0.0018 -0.0112 0.040
H 4.160649 2.962457 1.154262 -0.0230 -0.0085 0.0100 0.083
H 3.653962 1.500397 2.809262 -0.0016 -0.0010 -0.0017 0.143
H -1.393020 -3.687623 0.307855 -0.0115 -0.0155 -0.0021 -0.012
H 2.379471 1.842928 1.599317 0.0164 0.0172 0.0204 0.114
H -0.379940 -5.189331 5.058337 -0.0206 -0.0005 0.0125 -0.002
H -1.204768 4.819283 3.361519 -0.0017 -0.0008 -0.0009 0.090
H 1.872381 0.833035 4.583131 -0.0004 -0.0163 -0.0197 0.144
H -2.510982 -4.209533 1.577020 -0.0014 -0.0088 0.0102 0.012
H 0.950386 1.661691 3.318396 -0.0045 -0.0023 -0.0159 0.120
H 6.586507 0.266428 -0.128874 -0.0033 -0.0039 0.0010 0.098
H 0.870680 1.917797 -2.381560 -0.0168 0.0126 0.0321 -0.078
H -1.368034 1.548560 6.238195 -0.0020 0.0044 0.0071 0.096
H -0.028424 -7.339404 2.612273 -0.0100 -0.0057 0.0018 -0.006
H -0.827050 2.603489 2.343692 0.0069 0.0062 0.0230 0.060
H -4.649361 0.247136 -5.926593 -0.0014 -0.0008 0.0024 0.100
H 5.112167 3.032415 -0.314555 0.0052 -0.0100 -0.0005 0.095
H -5.242520 -0.720862 0.337757 -0.0013 -0.0025 -0.0081 0.097
H -4.644175 -1.889232 -4.671722 -0.0024 0.0021 -0.0023 0.101
H -0.816607 -3.501554 4.739996 -0.0079 -0.0008 -0.0130 -0.024
H 5.768666 1.104175 -1.457452 0.0027 -0.0022 -0.0052 0.078
H -0.631162 6.649453 -0.463945 -0.0025 0.0027 0.0057 0.096
H -1.194971 2.340850 4.665087 -0.0070 -0.0081 -0.0067 0.088
H -0.244220 4.397877 -1.470933 -0.0114 -0.0003 -0.0013 0.080
H -3.646072 -0.605546 2.222723 -0.0020 0.0048 0.0074 0.089
H 4.306928 0.893359 -3.202086 0.0001 -0.0028 0.0075 0.084
H -2.695353 -2.534016 -3.348067 0.0097 -0.0054 0.0015 0.095
H -2.168665 -0.852219 5.909847 0.0013 0.0086 0.0058 0.097
H -2.080866 -1.335653 4.204291 0.0002 -0.0037 0.0043 0.074
H 4.469486 0.590478 -5.646795 -0.0013 -0.0027 -0.0031 0.102
H 2.611981 -0.484568 -6.879814 0.0013 -0.0007 0.0011 0.103
H 5.190924 -0.491413 -0.920749 -0.0030 0.0073 -0.0046 0.090
```
Positions in Å, forces in eV/Å.

Results
F_max, eV/Å: 0.299
Orbital gap, eV: 6.35
LUMO, eV: 0.1448
Multiplicity: 1
Energy relative to the best compared isomer or geometry (same formula, charge and spin), kJ/mol: 0.0
Total energy, eV: -87016.7346
Charge: 0

=====

Record 2
ORCA calculation (wB97M-V/def2-TZVPD) on a cluster of 4 separate species, C36H48F3INO3 in total at a distorted geometry.

The geometry in XYZ format:
```
92
Properties=species:S:1:pos:R:3:forces:R:3:mulliken_spin:R:1
I 4.204142 -2.513083 3.301488 -0.0634 -0.1119 0.1053 0.000
F 8.377528 -0.415835 2.762429 -0.0178 -0.0071 0.0103 0.000
F -3.186334 4.692686 -1.655380 -0.0037 -0.0001 0.0021 0.000
F -9.739475 2.149019 0.797253 0.0052 0.0005 -0.0006 0.000
O -2.806304 0.846918 -0.446199 -0.2282 -0.1058 0.0974 0.000
O 1.690067 -3.384256 -3.325040 -0.3606 0.2635 -0.0733 0.555
O -2.230701 -0.624368 -2.011481 -0.0831 -0.5634 -0.4128 0.000
N 2.021287 -2.543661 -2.421619 0.9753 -0.7425 0.1000 0.323
C -10.899274 2.481025 0.189932 -0.0086 0.0066 -0.0190 0.000
C -6.215038 3.230993 -0.352652 -0.0078 0.0115 -0.0058 0.000
C 0.403612 -3.256865 -0.760856 0.0929 0.1602 -0.2754 -0.002
C -2.508570 -1.012065 1.152030 0.2223 0.0135 -0.2850 0.000
C -5.296660 5.671094 -1.323012 -0.0009 0.0434 -0.0146 0.000
C 9.079638 -1.092421 3.702297 0.0289 -0.0105 0.0187 0.000
C -13.101264 1.901360 -0.489905 0.0054 0.0351 -0.0088 0.000
C 2.548206 -4.481500 -0.933976 -0.0279 -0.0054 0.2702 0.023
C -0.679644 1.139198 -1.557806 0.2701 0.0859 0.2156 0.001
C 4.862815 -0.423642 1.085086 0.1422 0.2439 -0.0405 0.000
C 8.396988 -1.729999 4.717847 -0.0390 -0.0185 0.0333 0.000
C 2.573389 -2.147829 -0.009411 -0.1843 -0.0324 0.0618 0.016
C 3.501537 0.127008 0.630424 -0.3151 -0.1281 0.0102 -0.001
C -12.216708 4.081781 -0.976076 -0.0273 -0.0642 0.0026 0.000
C -11.913451 1.547252 0.133840 -0.0071 -0.0462 0.0148 0.000
C 10.455307 -1.113515 3.602256 0.0441 0.0121 -0.0270 0.000
C 10.520002 -2.457184 5.598817 -0.0060 -0.0017 0.0043 0.000
C -6.612747 5.536669 -0.903241 0.0026 -0.0412 0.0037 0.000
C 1.914365 -3.090864 -1.034767 -0.5629 0.1167 0.1281 0.016
C -4.896586 3.345068 -0.771485 0.0143 -0.0161 0.0052 0.000
C 4.446476 -2.526065 -2.949044 0.1496 0.1624 -0.0925 0.039
C -2.513561 0.490302 0.908035 0.0886 0.1451 0.4847 0.000
C 2.854877 -1.065088 -4.168682 0.0380 -0.2867 -0.1104 0.011
C -4.470173 4.568626 -1.246618 -0.0039 -0.0001 0.0040 0.000
C 3.415156 -0.564086 -1.752295 0.2692 -0.1393 0.1187 0.013
C -7.072815 4.320389 -0.417997 0.0587 0.0284 0.0013 0.000
C 9.134584 -2.418735 5.670655 0.0334 -0.0043 0.0023 0.000
C -1.939051 0.336611 -1.377615 0.1133 0.4055 0.2400 0.000
C 11.176761 -1.803917 4.565385 -0.0257 -0.0068 0.0165 0.000
C 2.678392 -0.677251 -0.410349 -0.1555 -0.0571 -0.1204 0.006
C -11.024653 3.743276 -0.352258 -0.0346 0.0723 -0.0004 0.000
C -13.255957 3.164340 -1.045204 -0.0013 -0.0052 -0.0076 0.000
C 3.176440 -1.680257 -2.800460 -0.1546 0.3985 -0.1117 0.008
C 1.258318 -0.029114 -0.423538 -0.0489 0.2534 -0.0383 -0.014
C 4.995879 -0.673898 2.582277 0.1999 0.4465 -0.1290 0.000
C 0.567257 0.262985 -1.755391 -0.1884 0.0320 -0.1638 0.030
H 5.164828 -1.301668 0.509174 0.0066 0.0057 0.0849 0.000
H 3.551075 -2.555801 0.259818 0.0226 0.1094 -0.1481 -0.002
H -12.330345 5.065534 -1.411281 -0.0007 0.0121 0.0098 0.000
H 5.247112 -1.862444 -3.292379 -0.0376 -0.0777 0.0092 0.000
H 3.648666 1.110746 0.169005 -0.0283 0.0038 0.1767 0.000
H 3.006298 -1.798304 -4.962843 -0.0872 0.0339 0.0782 -0.001
H 3.613273 -4.481730 -1.165531 -0.0774 -0.0027 -0.0759 -0.004
H 4.773762 -2.964131 -2.004730 -0.0511 -0.0036 -0.0395 -0.005
H -0.841887 1.786865 -2.425692 -0.0844 -0.1191 0.0132 0.000
H -0.569087 1.809343 -0.700521 0.0559 -0.0034 -0.0876 0.000
H 3.528792 -0.227019 -4.359587 -0.0935 0.0211 0.0504 0.000
H -10.208188 4.446259 -0.279654 0.0071 0.0085 -0.0091 0.000
H -7.279107 6.387609 -0.958248 0.0037 0.0117 0.0069 0.000
H 1.236494 0.776831 -2.445891 0.0491 -0.0355 0.0900 0.004
H -2.701860 -1.222385 2.204445 -0.0485 -0.0087 -0.0522 0.000
H 0.014527 -4.099126 -1.333943 0.0104 0.0234 0.0658 -0.003
H -6.575237 2.283409 0.026149 -0.0064 -0.0077 -0.0086 0.000
H 10.942975 -0.599878 2.785171 -0.0154 0.0107 -0.0016 0.000
H -1.542882 -1.456546 0.894162 -0.0755 0.0245 0.0003 0.000
H 4.487211 -0.589804 -1.524358 -0.0718 0.0554 -0.0432 -0.003
H -3.256587 -1.490735 0.518374 -0.0891 0.0039 0.1921 0.000
H 3.239815 0.420832 -2.192122 -0.0469 -0.0735 0.0215 0.000
H 4.499670 0.117678 3.145077 -0.0348 -0.1458 -0.0023 0.000
H 1.327763 0.931722 0.103424 0.0310 -0.0644 -0.0494 0.001
H 7.316418 -1.695254 4.767134 0.0015 0.0140 -0.0606 0.000
H -8.094373 4.217851 -0.085826 -0.0102 -0.0288 0.0297 0.000
H -4.912450 6.608132 -1.702260 0.0129 -0.0098 -0.0090 0.000
H -3.289142 0.970742 1.507032 -0.0084 0.0013 -0.1803 0.000
H -13.909731 1.184482 -0.541122 -0.0004 -0.0107 -0.0033 0.000
H 0.582344 -0.646094 0.180765 0.0832 0.0692 0.0525 0.002
H 8.619119 -2.929141 6.473089 -0.0098 0.0023 0.0049 0.000
H 4.309430 -3.301060 -3.704871 -0.0648 -0.0621 0.1721 -0.001
H 5.624794 0.339619 0.884085 -0.0291 -0.1085 -0.1046 0.000
H 2.865791 0.291688 1.509450 0.0759 -0.0559 -0.0232 0.000
H 1.970683 -2.195434 0.904210 0.1904 -0.0890 0.0201 0.000
H 12.256527 -1.829219 4.506040 0.0069 -0.0038 -0.0084 0.000
H 1.814023 -0.743108 -4.217772 0.1057 0.1375 0.0300 0.001
H 0.243410 -0.657807 -2.245682 0.1605 0.0546 -0.0960 -0.022
H 11.086113 -2.995579 6.346546 0.0036 -0.0018 0.0024 0.000
H -0.151022 -2.376072 -1.089667 -0.0102 -0.0371 0.1317 0.011
H 2.444740 -4.809845 0.106140 -0.0027 -0.0155 -0.0808 0.001
H 0.223793 -3.420985 0.303083 0.0203 -0.0808 -0.0447 0.000
H -11.768625 0.568507 0.570049 0.0115 0.0058 0.0083 0.000
H -1.558193 0.940413 1.212863 -0.0410 -0.0484 -0.0689 0.000
H 6.045367 -0.670185 2.866815 -0.1022 -0.1697 0.0081 0.000
H -14.184019 3.431904 -1.531652 -0.0034 0.0015 -0.0019 0.000
H -4.208060 2.510580 -0.734613 -0.0517 0.0458 -0.0114 0.000
H 2.021927 -5.192493 -1.569546 0.1262 0.0650 -0.0622 -0.002
```
Positions in Å, forces in eV/Å.

Results
F_max, eV/Å: 1.230
Orbital gap (alpha / beta), eV: 8.50 / 9.58
LUMO (alpha / beta), eV: 0.4548 / 0.4539
Multiplicity: 2
<S²>: 0.754
Total energy, eV: -61994.7040
Charge: 0

=====

The highest multiplicity belongs to which entry? C36H48F3INO3

=====

The highest F_max belongs to which entry? C36H48F3INO3

=====

Number 1 is which compound? C36H48ClN3O3P2RbSb

=====

Number 1 is which compound? C36H48ClN3O3P2RbSb